1.
DFT (ωB97M-V/def2-TZVPD) results for 11 unconnected molecules or ions with the total composition C42H82N4O10 in a non-equilibrium geometry.

Electronic energy = -2620.87244 Eh
Gap between HOMO and LUMO = 9.8 eV
Multiplicity = 1
Charge = 0

```
138
Properties=species:S:1:pos:R:3:mulliken_charge:R:1
C -1.66 -0.28 -6.30 -1.04
N -1.97 -0.64 -4.96 0.00
C -2.82 0.03 -4.11 0.79
C -3.69 1.08 -4.75 -1.46
O -2.90 -0.25 -2.89 -0.75
H -0.68 -0.68 -6.55 0.29
H -1.66 0.80 -6.45 0.35
H -2.37 -0.72 -7.02 0.33
H -1.47 -1.40 -4.54 0.28
H -4.55 1.25 -4.12 0.37
H -4.10 0.72 -5.70 0.49
H -3.08 1.97 -4.91 0.26
C 0.54 6.14 2.73 -0.92
N 0.29 4.73 2.80 -0.10
C -0.91 4.17 2.40 0.32
C -0.97 2.66 2.38 -0.32
O -1.85 4.86 2.00 -0.65
H 1.60 6.32 2.87 0.36
H 0.02 6.69 3.52 0.29
H 0.21 6.53 1.77 0.26
H 0.97 4.12 3.22 0.26
H -1.68 2.39 1.60 -0.17
H -1.25 2.27 3.36 0.59
H 0.00 2.24 2.12 0.06
C -1.96 -0.60 0.95 0.54
N -1.38 -0.24 -0.32 0.10
C -0.11 0.21 -0.37 -0.41
C 0.40 0.61 -1.73 0.71
O 0.63 0.32 0.61 -0.65
H -1.87 0.21 1.67 -0.51
H -1.38 -1.43 1.38 -0.65
H -2.97 -0.96 0.86 0.52
H -1.93 -0.18 -1.17 0.31
H -0.38 0.66 -2.49 -0.39
H 1.05 -0.20 -2.08 0.44
H 0.94 1.53 -1.63 -0.15
C 5.70 2.49 -0.88 -0.30
C 6.55 2.47 0.20 -0.40
C 6.01 2.37 1.45 -0.36
N 4.70 2.33 1.67 -0.59
C 3.89 2.40 0.62 -0.37
C 4.35 2.46 -0.67 -0.30
H 6.11 2.47 -1.88 0.45
H 7.62 2.53 0.04 0.40
H 6.62 2.32 2.35 0.38
H 2.84 2.46 0.88 0.65
H 3.69 2.39 -1.53 0.44
C -2.88 -5.45 2.88 -0.68
C -3.12 -4.05 2.29 0.98
C -4.14 -4.38 1.19 -0.51
O -3.66 -5.61 0.62 -0.44
C -3.04 -6.37 1.66 -0.45
H -3.66 -5.68 3.60 0.36
H -1.92 -5.56 3.38 0.26
H -2.26 -3.62 1.77 -0.86
H -3.52 -3.39 3.05 0.29
H -4.17 -3.65 0.37 0.29
H -5.16 -4.52 1.59 0.29
H -2.07 -6.71 1.29 0.27
H -3.66 -7.24 1.89 0.28
C -0.63 -0.74 4.61 0.67
C 0.41 -0.74 5.74 -0.89
C 0.82 -2.23 5.83 -0.44
O -0.25 -3.01 5.29 -0.46
C -1.26 -2.14 4.79 0.37
H -0.19 -0.70 3.61 -0.29
H -1.38 0.02 4.78 0.09
H -0.06 -0.37 6.65 0.34
H 1.29 -0.14 5.51 0.36
H 1.07 -2.55 6.85 0.39
H 1.69 -2.41 5.19 0.12
H -2.11 -2.05 5.51 0.48
H -1.70 -2.47 3.85 -0.59
C -4.35 0.53 4.39 0.25
C -4.93 0.50 2.99 0.26
C -6.17 -0.39 3.18 -0.48
O -6.38 -0.53 4.62 -0.43
C -5.61 0.45 5.23 -0.65
H -3.73 1.39 4.64 0.39
H -3.81 -0.40 4.60 -0.35
H -4.26 0.10 2.24 -0.55
H -5.27 1.50 2.69 0.35
H -6.03 -1.39 2.76 0.26
H -7.06 0.07 2.72 0.29
H -5.45 0.19 6.28 0.39
H -6.18 1.40 5.26 0.29
C 1.39 1.43 -4.78 2.34
C 2.13 0.49 -5.76 -0.57
C 3.27 1.39 -6.34 -0.46
O 3.13 2.67 -5.77 -0.47
C 1.75 2.78 -5.34 -0.52
H 1.79 1.31 -3.78 -1.26
H 0.31 1.25 -4.73 -0.50
H 1.48 0.10 -6.54 0.33
H 2.58 -0.37 -5.26 0.18
H 3.22 1.45 -7.43 0.35
H 4.27 1.02 -6.08 0.19
H 1.09 3.12 -6.16 0.26
H 1.70 3.57 -4.58 0.26
C 1.02 -3.22 1.85 1.75
C 1.69 -4.44 2.41 -0.46
C 2.55 -4.88 1.22 -0.73
O 3.03 -3.70 0.62 -0.47
C 2.01 -2.72 0.75 -0.24
H 0.87 -2.46 2.61 -1.06
H 0.04 -3.46 1.42 -0.43
H 0.97 -5.16 2.79 0.27
H 2.32 -4.17 3.26 0.23
H 1.93 -5.41 0.47 0.26
H 3.38 -5.52 1.48 0.45
H 1.48 -2.61 -0.19 0.09
H 2.49 -1.80 1.06 0.23
C -2.29 4.06 -1.23 -0.96
C -0.80 4.18 -1.06 0.46
C -0.33 4.16 -2.52 -0.27
O -1.22 3.36 -3.26 -0.30
C -2.34 3.06 -2.44 0.02
H -2.71 5.03 -1.51 0.28
H -2.82 3.75 -0.33 0.41
H -0.38 3.33 -0.52 -0.50
H -0.48 5.07 -0.52 0.31
H 0.71 3.80 -2.62 -0.11
H -0.29 5.19 -2.93 0.31
H -2.36 2.03 -2.07 0.02
H -3.30 3.24 -2.95 0.36
C 5.57 -2.18 -1.97 -0.65
C 4.62 -1.04 -1.89 0.64
C 4.80 -0.44 -3.28 -0.06
O 4.94 -1.48 -4.17 -0.39
C 5.37 -2.61 -3.44 -0.54
H 5.30 -3.01 -1.33 0.23
H 6.59 -1.87 -1.80 0.38
H 4.85 -0.28 -1.14 -0.06
H 3.58 -1.34 -1.77 -0.24
H 5.76 0.13 -3.24 0.16
H 4.06 0.28 -3.61 -0.12
H 6.29 -2.99 -3.87 0.32
H 4.60 -3.40 -3.49 0.28
```

***

2.
DFT (ωB97M-V/def2-TZVPD) results for a molecular structure, C42H84O14 in a non-equilibrium geometry.

Electronic energy = -2703.80873 Eh
Gap between HOMO and LUMO = 9.0 eV
Multiplicity = 1
Charge = 0

```
140
Properties=species:S:1:pos:R:3:mulliken_charge:R:1
C 3.20 0.46 -2.35 1.12
C 4.22 1.32 -3.02 0.62
O 4.10 1.81 -4.12 -0.57
C 5.58 1.39 -2.33 -1.22
H 2.51 1.09 -1.78 -0.85
H 3.68 -0.31 -1.76 0.26
H 2.51 0.01 -3.07 -0.14
H 5.53 2.05 -1.47 0.10
H 6.28 1.82 -3.04 0.41
H 5.94 0.39 -2.06 0.37
C -0.42 4.66 0.22 0.26
C -1.58 5.61 0.22 0.20
O -1.59 6.50 1.05 -0.65
C -2.81 5.24 -0.57 -1.05
H -0.09 4.48 -0.82 -1.18
H -0.68 3.69 0.64 -0.20
H 0.47 5.14 0.61 0.65
H -3.55 6.02 -0.38 0.41
H -3.25 4.29 -0.28 0.16
H -2.52 5.32 -1.62 0.33
C 3.17 -6.96 1.84 -1.39
C 2.61 -5.57 1.75 0.92
O 3.20 -4.66 1.20 -0.46
C 1.29 -5.29 2.39 -0.82
H 4.22 -6.95 1.56 0.34
H 2.73 -7.75 1.23 0.31
H 3.12 -7.23 2.89 0.38
H 1.08 -5.88 3.29 0.42
H 0.48 -5.44 1.68 0.25
H 1.21 -4.26 2.75 0.13
C 0.87 4.23 -1.82 1.42
C 1.71 5.06 -2.72 0.28
O 1.24 5.54 -3.74 -0.63
C 3.19 5.28 -2.42 -0.84
H -0.15 4.27 -2.20 0.31
H 0.91 4.62 -0.81 -0.16
H 1.16 3.18 -1.89 -0.14
H 3.40 6.13 -1.78 0.32
H 3.70 5.49 -3.37 0.39
H 3.60 4.34 -2.04 -0.03
C -3.01 -3.63 5.28 -1.31
C -3.64 -2.58 4.40 0.81
O -3.19 -2.39 3.28 -0.32
C -4.82 -1.78 4.90 -0.78
H -2.73 -3.27 6.27 0.37
H -2.07 -3.96 4.85 0.24
H -3.68 -4.48 5.38 0.33
H -5.30 -2.35 5.70 0.37
H -5.61 -1.66 4.15 0.13
H -4.58 -0.74 5.14 0.14
C 1.21 0.83 0.02 3.36
C -0.02 0.50 0.81 -0.81
O -0.59 1.35 1.46 -0.45
C -0.47 -0.94 0.87 1.81
H 2.16 0.48 0.43 -0.05
H 1.34 1.89 -0.19 -1.11
H 1.20 0.35 -0.97 -1.28
H -1.39 -1.04 1.45 -0.25
H 0.25 -1.62 1.33 -0.15
H -0.64 -1.25 -0.17 -1.17
C 4.57 2.33 1.93 -1.70
C 3.60 2.91 0.97 0.93
O 3.59 2.67 -0.23 -0.19
C 2.67 3.96 1.49 -0.73
H 4.04 1.79 2.72 0.25
H 5.15 3.12 2.41 0.51
H 5.26 1.66 1.41 0.32
H 1.77 3.54 1.93 0.02
H 2.39 4.71 0.76 0.13
H 3.14 4.55 2.29 0.60
C -4.56 -0.36 0.95 0.34
C -5.36 -1.59 0.63 0.76
O -5.07 -2.25 -0.35 -0.53
C -6.52 -1.99 1.50 -1.26
H -5.16 0.45 1.36 0.51
H -3.99 0.01 0.10 -0.47
H -3.84 -0.53 1.76 -0.19
H -7.05 -1.11 1.86 0.37
H -6.12 -2.52 2.37 0.08
H -7.22 -2.69 1.04 0.38
C -2.75 1.79 4.05 -0.43
C -2.56 3.28 4.01 0.54
O -3.51 4.03 3.99 -0.61
C -1.15 3.81 3.95 -0.59
H -2.05 1.48 4.84 0.37
H -2.42 1.39 3.09 -0.11
H -3.76 1.56 4.36 0.25
H -0.73 3.52 2.98 -0.24
H -0.49 3.50 4.75 0.44
H -1.15 4.90 3.93 0.35
C -1.83 -3.92 -3.78 -1.20
C -2.22 -4.26 -2.35 0.99
O -1.86 -3.60 -1.40 -0.14
C -3.20 -5.39 -2.14 -1.49
H -1.24 -3.02 -3.92 0.14
H -2.79 -3.60 -4.21 0.43
H -1.57 -4.79 -4.38 0.42
H -4.22 -5.04 -1.98 0.27
H -2.90 -5.94 -1.25 0.34
H -3.26 -5.98 -3.05 0.40
C 0.66 -2.40 -2.02 1.44
C 1.37 -3.63 -2.54 0.30
O 1.18 -4.12 -3.63 -0.65
C 2.26 -4.31 -1.51 -0.81
H 1.32 -1.57 -1.77 -0.09
H 0.21 -2.74 -1.08 0.13
H -0.18 -2.05 -2.61 -0.91
H 1.68 -4.53 -0.62 -0.03
H 3.01 -3.57 -1.21 0.22
H 2.76 -5.19 -1.90 0.42
C -1.01 2.32 -4.65 -0.93
C -0.12 1.22 -4.21 1.34
O -0.23 0.62 -3.16 0.22
C 0.88 0.77 -5.24 -1.91
H -0.36 3.20 -4.75 0.42
H -1.79 2.58 -3.94 -0.28
H -1.46 2.18 -5.63 0.42
H 1.64 1.54 -5.37 0.42
H 0.43 0.52 -6.20 0.42
H 1.42 -0.15 -5.01 0.26
C 3.88 -1.57 1.43 -0.37
C 3.38 -1.57 2.83 0.69
O 2.26 -1.95 3.08 -0.52
C 4.33 -1.25 3.98 -1.33
H 4.64 -2.35 1.33 0.70
H 4.35 -0.62 1.17 0.20
H 3.04 -1.81 0.79 -0.34
H 3.79 -1.28 4.92 0.35
H 4.64 -0.21 3.89 0.25
H 5.17 -1.95 4.00 0.36
C -2.37 2.14 -2.21 -0.25
C -2.56 0.93 -3.10 -0.08
O -3.01 1.04 -4.21 -0.66
C -2.20 -0.42 -2.49 1.20
H -2.78 3.03 -2.68 0.45
H -1.29 2.24 -2.02 -0.17
H -2.85 2.11 -1.23 0.33
H -2.37 -1.21 -3.22 -0.01
H -2.86 -0.68 -1.65 -0.13
H -1.17 -0.54 -2.16 -1.29
```

***

3.
DFT (ωB97M-V/def2-TZVPD) results for 9 unconnected molecules or ions with the total composition C42H87F6N12O12S6 in a non-equilibrium geometry.

Electronic energy = -6199.29336 Eh
Gap between HOMO and LUMO = 2.5 eV
Multiplicity = 1
Charge = +3

```
165
Properties=species:S:1:pos:R:3:mulliken_charge:R:1
C 8.12 3.04 3.24 -1.11
C 9.46 2.40 2.96 -0.10
N 9.53 1.03 3.04 0.20
C 8.92 0.16 3.96 -0.35
C 9.29 -1.14 3.66 -0.47
N 10.00 -1.11 2.52 0.06
C 10.33 0.24 2.19 -0.15
C 10.30 -2.23 1.71 -0.74
H 7.55 2.35 3.85 0.28
H 7.50 3.22 2.36 0.30
H 8.09 3.98 3.78 0.33
H 10.10 2.79 3.75 0.26
H 9.86 2.73 2.00 0.29
H 8.28 0.59 4.72 0.42
H 9.10 -2.14 3.99 0.47
H 10.98 0.64 1.42 0.35
H 9.32 -2.58 1.37 0.39
H 10.73 -3.04 2.30 0.30
H 10.93 -1.88 0.89 0.27
C -2.09 0.79 -5.15 -1.04
C -3.14 1.35 -4.19 -0.50
N -2.84 2.71 -3.76 0.22
C -3.57 3.81 -4.24 -0.27
C -3.19 4.89 -3.34 -0.49
N -2.27 4.44 -2.42 0.15
C -2.05 3.08 -2.65 -0.25
C -1.65 5.25 -1.37 -0.85
H -2.55 -0.03 -5.70 0.35
H -1.25 0.33 -4.62 0.34
H -1.81 1.62 -5.80 0.33
H -3.50 0.67 -3.42 0.38
H -4.01 1.45 -4.85 0.28
H -4.15 3.78 -5.16 0.44
H -3.53 5.91 -3.41 0.45
H -1.56 2.36 -2.01 0.44
H -1.01 4.68 -0.70 0.33
H -2.52 5.66 -0.83 0.36
H -1.00 6.00 -1.82 0.33
C -9.20 -5.22 0.75 -1.24
C -8.26 -6.33 1.29 -0.11
N -6.84 -5.91 1.17 0.14
C -6.17 -5.29 0.13 -0.44
C -4.92 -4.99 0.59 -0.41
N -4.77 -5.34 1.92 0.15
C -5.94 -5.95 2.23 -0.11
C -3.65 -5.06 2.76 -0.80
H -10.17 -5.21 1.24 0.36
H -9.40 -5.26 -0.32 0.34
H -8.77 -4.25 0.97 0.38
H -8.56 -7.29 0.85 0.28
H -8.40 -6.31 2.37 0.23
H -6.78 -4.97 -0.71 0.42
H -4.03 -4.54 0.16 0.51
H -6.28 -6.21 3.22 0.29
H -2.68 -5.37 2.38 0.32
H -3.79 -5.35 3.80 0.29
H -3.67 -3.97 2.77 0.40
C -6.73 1.75 1.95 -1.29
C -7.90 2.70 1.48 -0.34
C -9.09 1.85 0.72 -0.65
N -10.22 2.76 0.17 0.26
C -10.67 3.86 1.20 -1.04
C -9.89 3.45 -1.15 -0.70
C -11.15 3.79 -1.90 -0.60
C -12.21 2.83 -1.28 -0.68
C -11.47 1.99 -0.22 -0.73
H -6.42 1.09 1.14 0.33
H -6.94 1.18 2.86 0.33
H -5.82 2.28 2.24 0.39
H -7.52 3.42 0.76 0.35
H -8.22 3.33 2.30 0.38
H -9.62 1.24 1.46 0.40
H -8.67 1.27 -0.10 0.35
H -9.96 4.69 1.19 0.35
H -10.75 3.36 2.17 0.37
H -11.70 4.11 0.93 0.45
H -9.29 4.33 -0.96 0.40
H -9.35 2.75 -1.78 0.42
H -11.32 4.79 -1.49 0.29
H -11.01 3.94 -2.97 0.42
H -13.10 3.27 -0.83 0.37
H -12.77 2.15 -1.93 0.37
H -12.13 1.68 0.60 0.40
H -11.34 1.02 -0.68 0.40
C -1.01 0.05 14.58 -1.42
C -0.61 0.03 13.06 -0.27
C -0.73 -1.32 12.44 -0.83
N 0.09 -1.42 11.09 0.07
C -0.27 -0.27 10.08 -1.01
C -0.10 -2.79 10.47 -0.59
C 1.04 -3.77 11.02 -0.52
C 1.94 -2.85 11.80 -0.74
C 1.63 -1.41 11.39 -0.42
H -0.29 -0.38 15.28 0.37
H -1.93 -0.53 14.68 0.33
H -1.15 1.01 15.07 0.39
H 0.33 0.55 12.88 0.35
H -1.31 0.68 12.52 0.34
H -1.79 -1.53 12.34 0.50
H -0.38 -2.10 13.11 0.39
H 0.12 0.66 10.48 0.35
H -1.35 -0.29 10.17 0.38
H 0.19 -0.60 9.14 0.47
H -0.17 -2.70 9.39 0.37
H -1.06 -3.18 10.79 0.28
H 1.60 -4.11 10.14 0.33
H 0.65 -4.70 11.42 0.34
H 2.95 -3.24 11.66 0.44
H 1.71 -2.85 12.87 0.30
H 2.07 -1.14 10.43 0.46
H 1.84 -0.68 12.17 0.33
C 9.02 7.20 -8.39 -1.44
C 8.01 6.06 -8.07 -0.13
C 7.86 5.84 -6.57 -0.71
N 6.83 4.72 -6.26 0.22
C 7.39 3.31 -6.80 -0.98
C 6.41 4.75 -4.74 -0.43
C 4.83 4.88 -4.70 -0.58
C 4.43 4.37 -6.04 -0.61
C 5.52 4.94 -7.09 -0.81
H 8.48 8.13 -8.21 0.35
H 9.42 7.18 -9.41 0.37
H 9.88 7.26 -7.72 0.36
H 8.52 5.22 -8.55 0.24
H 7.09 6.29 -8.62 0.30
H 7.42 6.69 -6.05 0.46
H 8.82 5.67 -6.08 0.40
H 6.68 2.53 -6.53 0.41
H 8.26 3.22 -6.16 0.42
H 7.66 3.41 -7.86 0.31
H 6.76 3.80 -4.33 0.35
H 6.94 5.62 -4.34 0.31
H 4.44 4.33 -3.85 0.36
H 4.48 5.89 -4.50 0.32
H 4.57 3.29 -5.99 0.29
H 3.44 4.68 -6.37 0.42
H 5.29 4.43 -8.02 0.28
H 5.30 5.98 -7.33 0.52
N 6.69 -3.66 -9.45 -0.20
S 6.01 -2.80 -10.68 1.11
O 5.77 -1.38 -10.47 -0.59
O 4.89 -3.36 -11.46 -0.56
F 7.17 -2.92 -11.76 -0.26
S 5.40 -4.01 -8.86 1.03
O 4.72 -5.26 -9.29 -0.56
O 4.56 -2.92 -8.30 -0.59
F 6.23 -4.53 -7.51 -0.36
N 1.83 -1.41 -0.03 -0.24
S 2.92 -0.82 1.06 1.07
O 4.03 0.03 0.77 -0.52
O 2.97 -1.66 2.27 -0.62
F 1.89 0.29 1.58 -0.32
S 2.99 -1.93 -0.89 1.07
O 3.96 -2.92 -0.45 -0.54
O 3.51 -1.00 -1.90 -0.58
F 2.00 -2.85 -1.78 -0.31
N 0.03 -11.11 -8.11 -0.35
S -0.90 -11.71 -9.41 1.13
O -0.13 -11.71 -10.61 -0.58
O -2.32 -11.46 -9.46 -0.53
F -0.96 -13.22 -8.99 -0.25
S -0.94 -9.99 -7.71 1.09
O -2.08 -10.37 -6.88 -0.62
O -1.08 -8.81 -8.61 -0.63
F -0.07 -9.16 -6.71 -0.27
```